(1)
This record from the OMol25 dataset describes a 2-piece molecular cluster, C3H9N2O2 overall in a non-equilibrium geometry. The level of theory is ωB97M-V/def2-TZVPD.

Geometry as XYZ:
```
16
Properties=species:S:1:pos:R:3:forces:R:3
O -2.55307 0.06674 -0.07320 0.19 -0.30 -0.48
O -3.50801 -1.02698 0.26130 -0.54 0.43 0.64
N 0.15296 0.61865 0.47468 0.84 -0.99 4.16
N -1.25558 2.46531 -0.22681 1.63 -1.88 0.44
C -0.62354 1.52652 0.10150 -2.55 3.40 -1.21
C 2.47909 -0.05759 0.08719 -1.22 0.28 1.61
C 1.00003 -0.19256 -0.34028 1.52 1.49 -2.95
H 0.63599 -1.20821 -0.45143 -0.02 -0.07 0.32
H 2.52481 -0.38222 1.13838 0.29 -0.44 -0.27
H 2.86284 0.98147 0.17575 -0.40 -0.57 -0.82
H 0.91297 0.32494 -1.33191 0.11 -0.96 0.41
H 3.05752 -0.70596 -0.53763 0.61 -0.12 -0.20
H -4.28627 -0.44790 0.24092 -0.36 -0.40 0.19
H 0.28875 0.46724 1.52204 -0.70 0.46 -1.72
H -3.63228 -1.71076 -0.41982 0.45 0.21 -0.42
H -1.90314 3.13588 -0.62492 0.14 -0.53 0.31
```
Positions in Å, forces in eV/Å.

Summary:
- gap between HOMO and LUMO (Eh) = 0.364
- relative energy (zero: lowest compared OMol25 entry of this formula, charge and spin) (kJ/mol) = 714.6
- LUMO level (Ha) = -0.128
- total charge = +1
- F_max (eV Å⁻¹) = 4.42

(2)
This record from the OMol25 dataset describes one molecule with the formula C4H7NO2 in a non-equilibrium geometry. The level of theory is ωB97M-V/def2-TZVPD.

Geometry as XYZ:
```
14
Properties=species:S:1:pos:R:3:forces:R:3
O 3.09214 0.75726 -0.34835 -0.49 -0.30 -0.11
O 0.08396 -1.07870 0.17924 -0.20 -0.06 0.20
N -0.83925 1.10743 0.22156 -0.04 -0.11 -0.09
C 2.09825 0.10029 -0.53544 0.31 0.16 0.16
C -0.96603 -0.24324 0.00957 -0.36 -0.20 -0.10
C 1.32569 -0.55624 0.60108 0.09 0.11 0.16
C -2.22867 -0.65703 -0.25205 0.21 -0.81 -0.36
H -1.83441 1.35164 0.18139 0.99 1.30 0.02
H 1.69396 -0.07720 -1.55596 0.02 0.01 0.11
H 1.90753 -1.41677 0.94834 -0.02 0.17 0.00
H -2.62903 -1.59159 0.09244 0.27 -0.53 -0.43
H 1.21325 0.15444 1.42596 0.06 -0.04 -0.05
H -2.75538 -0.12119 -1.03355 -0.38 0.37 0.65
H -0.07966 1.68368 -0.13272 -0.46 -0.07 -0.17
```
Positions in Å, forces in eV/Å.

Summary:
- gap between HOMO and LUMO (Eh) = 0.319
- relative energy (zero: lowest compared OMol25 entry of this formula, charge and spin) (kJ/mol) = 289.5
- LUMO level (Ha) = 0.024
- F_max (eV Å⁻¹) = 1.63

(3)
This record from the OMol25 dataset describes C12H19AgN3O7S2 as an isolated structure in a non-equilibrium geometry. The level of theory is ωB97M-V/def2-TZVPD.

Geometry as XYZ:
```
44
Properties=species:S:1:pos:R:3:forces:R:3
Ag 0.11617 0.20244 -0.67110 -0.48 0.21 -1.76
S 0.83108 0.08674 1.74131 0.02 -0.01 0.97
S -2.50400 3.60894 -4.19670 -0.86 -0.44 0.27
O 1.31887 -0.07629 3.09378 0.03 -0.03 -0.03
O 1.93703 0.44380 0.77480 0.10 -0.24 0.35
O -2.23268 2.63818 -5.24469 0.28 0.02 -0.04
O -0.20483 1.16503 1.62632 0.05 0.12 0.30
O -3.70207 3.23604 -3.40693 0.42 -0.13 0.22
O -2.54207 4.99929 -4.60505 0.23 0.10 -0.06
O 0.17112 -1.16694 1.21876 0.27 -0.22 0.19
N -4.76666 0.31841 0.08884 -0.24 0.04 -0.06
N -2.40871 0.02428 -0.72401 -0.05 0.09 0.25
N 1.74836 3.12582 -0.02448 -0.07 0.03 0.04
C -0.11708 4.30936 -1.02408 -0.11 -0.03 -0.02
C -4.78085 -0.26629 -1.28991 0.07 -0.06 -0.41
C -1.15044 3.47158 -3.02912 -0.30 -0.28 -0.08
C -2.68769 -0.94512 0.34378 0.10 0.00 -0.08
C -3.33588 -0.18045 -1.83404 0.01 0.07 0.15
C -0.28136 2.38940 -3.02162 0.11 0.22 -0.11
C 0.76756 3.21922 -0.98435 0.13 0.04 -0.24
C -2.59122 1.37979 -0.16331 -0.06 -0.10 -0.05
C -4.01684 -0.57635 1.02577 0.28 -0.25 0.20
C 0.69950 2.26844 -2.02918 -0.21 0.26 0.03
C -4.09128 1.65529 0.03337 0.46 0.32 -0.24
C -1.04706 4.43931 -2.03798 0.12 -0.07 0.08
H -4.46315 2.19353 -0.83811 -0.29 0.03 0.04
H -5.71996 0.43634 0.41540 -0.04 0.00 -0.01
H -3.83882 -0.01395 1.94138 -0.08 0.05 -0.01
H -0.05342 5.06477 -0.24931 0.04 0.00 0.03
H -0.32488 1.69401 -3.85127 -0.03 -0.07 0.05
H -5.44091 0.33278 -1.91675 -0.12 -0.01 0.16
H -2.01272 1.43380 0.75833 0.01 0.01 0.03
H -2.72424 -1.94309 -0.09688 -0.06 0.01 -0.01
H -5.15921 -1.28698 -1.22283 0.01 0.05 0.11
H 1.52275 1.56590 -2.14406 -0.03 -0.08 0.02
H -4.62673 -1.44982 1.25668 -0.08 0.07 -0.08
H -1.71250 5.29230 -2.09531 0.02 0.02 0.11
H -2.20240 2.11223 -0.85831 0.14 0.20 -0.20
H 1.57068 3.71688 0.77342 -0.01 0.00 0.03
H -3.07831 -1.09212 -2.37386 -0.03 0.04 0.02
H -1.85555 -0.93311 1.05206 -0.02 -0.03 0.05
H -4.30069 2.20533 0.95045 -0.07 -0.10 -0.02
H 1.91711 2.16173 0.28880 0.19 0.04 0.03
H -3.27052 0.66995 -2.50602 0.15 0.13 -0.23
```
Positions in Å, forces in eV/Å.

Summary:
- gap between HOMO and LUMO (Eh) = 0.225
- relative energy (zero: lowest compared OMol25 entry of this formula, charge and spin) (kJ/mol) = 31.4
- LUMO level (Ha) = 0.046
- total charge = -1
- F_max (eV Å⁻¹) = 1.83

(4)
This record from the OMol25 dataset describes one molecule with the formula C2H3FO2 in a non-equilibrium geometry. The level of theory is ωB97M-V/def2-TZVPD.

Geometry as XYZ:
```
8
Properties=species:S:1:pos:R:3:forces:R:3
F 1.75047 1.07332 -0.03238 -0.83 -0.57 0.35
O -1.35559 -0.58085 -0.43519 0.96 -0.40 -0.77
O 1.50963 -1.19345 -0.09564 -4.25 7.58 0.87
C -0.46760 0.32329 0.19326 -2.99 -2.00 3.32
C 0.93161 0.01105 0.04456 6.08 -6.92 -1.35
H -0.79608 -1.16451 -0.97864 -0.47 0.00 0.21
H -0.81526 0.23765 1.32660 1.43 0.21 -1.70
H -0.75718 1.29350 -0.02258 0.07 2.10 -0.92
```
Positions in Å, forces in eV/Å.

Summary:
- gap between HOMO and LUMO (Eh) = 0.409
- relative energy (zero: lowest compared OMol25 entry of this formula, charge and spin) (kJ/mol) = 125.1
- LUMO level (Ha) = -0.003
- F_max (eV Å⁻¹) = 9.31

(5)
This record from the OMol25 dataset describes a 2-piece molecular cluster, C3H3IN2O overall in a non-equilibrium geometry. The level of theory is ωB97M-V/def2-TZVPD.

Geometry as XYZ:
```
10
Properties=species:S:1:pos:R:3:forces:R:3
I -1.66895 2.65159 0.91383 0.01 -0.13 0.00
O 0.05010 -1.39602 0.95441 -0.56 -1.36 0.25
N -2.23409 -1.07248 -1.31685 0.39 -0.07 -0.17
N 1.97804 0.37383 0.34887 -4.31 -1.89 -0.06
C -1.22484 -0.80943 -0.81204 -3.59 -0.08 -2.14
C -0.17445 -0.53616 -0.03160 2.83 0.80 1.95
C 0.76766 0.50050 -0.21513 3.36 1.08 -0.51
H -0.60648 -2.12281 0.84000 0.70 0.48 0.50
H 0.50632 1.29887 -0.97335 0.20 -0.78 0.98
H 2.60669 1.11211 0.29184 0.98 1.94 -0.81
```
Positions in Å, forces in eV/Å.

Summary:
- gap between HOMO and LUMO (spin up / spin down) (Eh) = 0.309 / 0.204
- relative energy (zero: lowest compared OMol25 entry of this formula, charge and spin) (kJ/mol) = 234.8
- LUMO level (spin up / spin down) (Ha) = -0.066 / -0.122
- F_max (eV Å⁻¹) = 4.71

(6)
This record from the OMol25 dataset describes C34H23AsClN2OSbSe4Y as an isolated structure. The level of theory is ωB97M-V/def2-TZVPD.

Geometry as XYZ:
```
68
Properties=species:S:1:pos:R:3:forces:R:3
Sb -2.47502 0.93756 -2.74345 -0.26 0.06 -0.22
Y -0.43280 -0.20330 -0.32812 0.65 0.12 -0.25
Se -0.30864 1.99324 -1.88523 -0.03 -0.24 0.06
Se -4.23846 2.46735 -2.12967 -0.03 -0.01 0.08
Se -2.09422 0.13185 -4.97289 -0.05 0.02 0.04
Se -2.82247 -1.12802 -1.19409 0.17 0.06 0.08
As -0.77544 -2.06281 2.33711 0.16 -0.05 0.14
Cl 7.19110 -1.03608 -0.76600 0.01 0.01 0.01
O 1.35580 -1.29645 -1.08725 -0.35 0.34 0.38
N 1.35313 0.41225 1.29755 0.54 0.08 0.35
N -1.15708 1.32089 1.45636 -0.22 0.23 0.17
C 0.75425 -1.28826 4.79347 -0.04 0.00 -0.01
C 1.94332 -1.22543 5.50698 0.00 0.01 0.02
C 2.32461 -4.57680 -0.11966 0.03 0.02 0.04
C -1.36389 -4.61974 3.63071 0.01 0.04 0.01
C 3.28497 -0.40598 0.00593 -0.05 0.06 0.03
C -1.85384 -3.36053 3.29837 -0.13 -0.01 -0.07
C 2.66662 -3.90496 1.04543 0.00 0.01 -0.01
C 3.10340 -1.77233 4.97166 0.02 -0.01 -0.02
C -2.15835 -5.50453 4.34170 0.01 0.02 -0.01
C -2.07157 3.04136 3.44882 0.08 -0.06 -0.05
C 1.88435 -2.51010 3.03508 -0.01 0.01 0.01
C 4.69807 -0.36425 0.04455 0.00 0.02 0.02
C 1.87334 1.56513 3.44386 -0.09 -0.16 0.13
C 5.44782 -1.07190 -0.84511 -0.01 -0.02 -0.03
C 0.37512 -3.19688 1.26827 0.00 -0.11 0.05
C -3.14267 -2.99508 3.66862 0.05 -0.05 -0.04
C 0.16840 2.89041 4.52859 0.03 -0.01 0.00
C -3.93655 -3.88354 4.38386 -0.02 0.01 0.00
C 3.45663 -1.87355 -1.91924 -0.07 -0.01 0.04
C -2.37122 1.81926 1.41918 -0.09 -0.08 -0.10
C 2.61874 0.36836 1.00780 -0.25 -0.14 -0.10
C -3.44384 -5.13432 4.71977 -0.01 -0.02 0.01
C -0.74209 2.54768 3.50270 -0.08 0.09 0.09
C 0.03564 -3.86527 0.10297 -0.02 -0.02 -0.07
C 1.44192 2.39916 4.49457 0.00 -0.01 0.00
C -2.87484 2.69337 2.40662 0.06 0.03 0.04
C 1.01729 -4.56507 -0.58642 -0.02 0.00 0.00
C 0.72649 -1.92933 3.56633 0.02 0.02 -0.07
C 1.01948 1.21357 2.42914 -0.21 0.16 -0.35
C -0.32033 1.69841 2.46860 0.03 -0.23 -0.26
C 2.62559 -1.18737 -0.98377 0.15 -0.17 -0.22
C 1.68925 -3.21630 1.75300 0.00 -0.02 0.02
C 4.81869 -1.82686 -1.85115 0.02 0.03 0.04
C 3.08040 -2.41060 3.73900 0.00 0.00 0.02
H 2.14140 2.64331 5.28397 -0.01 0.01 0.01
H -0.15900 3.54111 5.33005 0.00 0.00 0.00
H 5.42769 -2.35934 -2.57038 -0.01 0.00 -0.01
H 4.03421 -1.70795 5.52152 0.00 0.01 0.01
H 3.09178 -5.10284 -0.67362 -0.01 0.00 -0.01
H 0.76187 -5.07902 -1.50380 0.01 0.00 0.00
H -3.52916 -2.02508 3.37837 -0.03 0.00 0.02
H -1.77856 -6.48564 4.59736 0.00 0.00 0.00
H -4.94330 -3.60316 4.66591 0.00 0.01 0.00
H 3.99102 -2.83732 3.33656 0.00 0.00 0.00
H -3.88312 3.06760 2.30368 0.00 0.00 0.00
H -0.14447 -0.83049 5.19192 0.01 0.01 0.01
H 3.29500 0.99796 1.58576 0.05 -0.03 0.01
H 5.18260 0.23772 0.80441 0.02 -0.01 -0.01
H -3.00159 1.54026 0.57740 0.02 -0.01 -0.01
H -0.36295 -4.90296 3.32528 0.00 -0.02 0.02
H 2.94855 -2.43785 -2.69005 0.02 -0.01 -0.01
H 1.97094 -0.73344 6.47120 0.00 0.00 0.00
H 2.87347 1.15695 3.49087 0.00 0.01 0.00
H -2.41635 3.70375 4.23407 -0.02 0.00 -0.01
H 3.69326 -3.91352 1.39112 0.00 -0.01 -0.01
H -0.97410 -3.82699 -0.28996 -0.01 0.04 0.02
H -4.06561 -5.82907 5.27024 0.00 0.00 0.00
```
Positions in Å, forces in eV/Å.

Summary:
- gap between HOMO and LUMO (Eh) = 0.191
- relative energy (zero: lowest compared OMol25 entry of this formula, charge and spin) (kJ/mol) = 0.0
- LUMO level (Ha) = 0.042
- total charge = -1
- F_max (eV Å⁻¹) = 0.70